No. 1
{"formula": "C49H71BClN8O7PS", "method": "ωB97M-V with the def2-TZVPD basis set", "species": ["C", "C", "O", "N", "C", "C", "C", "C", "C", "C", "C", "C", "C", "C", "C", "B", "O", "O", "C", "O", "C", "C", "C", "Cl", "C", "P", "O", "O", "S", "C", "C", "C", "O", "H", "H", "H", "H", "H", "H", "H", "H", "H", "H", "H", "H", "H", "H", "H", "H", "H", "H", "H", "H", "H", "H", "C", "C", "C", "C", "N", "H", "H", "H", "H", "H", "H", "H", "C", "C", "C", "C", "N", "H", "H", "H", "H", "H", "H", "H", "C", "C", "C", "C", "N", "H", "H", "H", "H", "H", "H", "H", "C", "C", "C", "C", "N", "H", "H", "H", "H", "H", "H", "H", "C", "C", "C", "C", "N", "H", "H", "H", "H", "H", "H", "H", "C", "C", "C", "C", "N", "H", "H", "H", "H", "H", "H", "H", "C", "C", "C", "C", "N", "H", "H", "H", "H", "H", "H", "H"], "xyz": [[4.27133, -2.82780, 2.49749], [3.29778, -2.33271, 1.46930], [2.34018, -3.01265, 1.16158], [3.51630, -1.06617, 0.94765], [2.75802, -0.76337, -0.26989], [1.45759, -0.02829, 0.01271], [1.71250, 1.43552, 0.39034], [0.55801, 2.35314, -0.04021], [-0.66366, 2.07949, 0.81250], [-1.71080, 1.37111, 0.22386], [-2.84934, 1.04540, 0.95402], [-2.93603, 1.41901, 2.29561], [-1.90027, 2.13902, 2.87125], [-0.76088, 2.49342, 2.15495], [0.32442, 3.28840, 2.81802], [1.14412, 2.50416, 3.93769], [2.34695, 3.01003, 4.34132], [0.69316, 1.36285, 4.57007], [-4.12916, 1.03839, 3.06981], [-4.46326, 1.57680, 4.09520], [-4.96308, -0.06300, 2.51024], [-5.84783, -0.75166, 3.33296], [-6.65436, -1.74835, 2.80398], [-7.71648, -2.57200, 3.89146], [-6.61209, -2.08731, 1.44585], [-7.68697, -3.31006, 0.66186], [-7.31093, -3.27141, -0.90878], [-7.20517, -4.76368, 1.07661], [-9.54419, -2.87572, 0.92156], [-5.68883, -1.41719, 0.63606], [-4.88558, -0.41780, 1.16971], [-3.94189, 0.31347, 0.27526], [-4.07797, 0.31890, -0.92397], [4.97517, -2.05216, 2.78860], [3.71994, -3.10956, 3.38642], [4.82688, -3.67914, 2.12860], [4.50356, -1.02885, 0.71164], [2.59453, -1.64467, -0.88592], [3.37037, -0.08677, -0.86542], [0.99563, -0.51297, 0.86988], [0.79241, -0.11435, -0.84510], [1.82451, 1.47187, 1.47084], [2.63518, 1.80675, -0.05320], [0.81441, 3.40678, 0.02774], [0.30980, 2.11337, -1.06873], [-1.65578, 1.06280, -0.80812], [-2.00187, 2.43213, 3.90684], [-0.09466, 4.18794, 3.27269], [1.02471, 3.63966, 2.06689], [2.56921, 3.79411, 3.82940], [0.98880, 0.57456, 4.10098], [-5.92342, -0.50184, 4.37928], [-7.45066, -2.35686, -1.19426], [-7.36473, -5.37450, 0.34229], [-5.59085, -1.66036, -0.40930], [-6.96700, 3.29308, 3.41735], [-8.07437, 2.46415, 2.77462], [-8.49544, 2.98808, 1.39666], [-9.00855, 4.35668, 1.48314], [-9.40772, 5.42825, 1.55059], [-7.29179, 4.31897, 3.59894], [-6.67840, 2.86464, 4.37470], [-6.07949, 3.32431, 2.78341], [-8.94270, 2.44463, 3.43533], [-7.73611, 1.43121, 2.66274], [-9.27546, 2.35603, 0.97085], [-7.64620, 2.98211, 0.71074], [-15.25542, -3.27470, -1.34168], [-13.75656, -3.54229, -1.42193], [-13.07472, -3.55296, -0.04821], [-13.23393, -2.25529, 0.61197], [-13.38581, -1.23547, 1.11142], [-15.46109, -2.29040, -0.91961], [-15.70378, -3.30597, -2.33490], [-15.75515, -4.02237, -0.72268], [-13.28702, -2.78516, -2.05244], [-13.58688, -4.50844, -1.90092], [-12.00989, -3.76087, -0.15502], [-13.50823, -4.32635, 0.58756], [3.78225, -4.84763, -2.67096], [5.27471, -5.12721, -2.80952], [5.98942, -5.15968, -1.45470], [5.87046, -3.87407, -0.76619], [5.77756, -2.87060, -0.22234], [3.60123, -3.86858, -2.22470], [3.29853, -4.86156, -3.64857], [3.29697, -5.59760, -2.04472], [5.73464, -4.36850, -3.44563], [5.41982, -6.08851, -3.30419], [7.04944, -5.38178, -1.58078], [5.55655, -5.93317, -0.81816], [-0.11744, -0.83111, -4.75040], [1.23091, -1.50379, -4.98304], [2.19840, -1.31357, -3.80864], [2.47830, 0.10425, -3.58404], [2.67546, 1.22334, -3.43694], [-0.01106, 0.24973, -4.64759], [-0.78626, -1.01524, -5.59045], [-0.59725, -1.21440, -3.84764], [1.68262, -1.10836, -5.89474], [1.08140, -2.57377, -5.13822], [3.14360, -1.82067, -4.00284], [1.77279, -1.73297, -2.89667], [5.93994, 5.66921, -5.31685], [5.60943, 4.36566, -4.59841], [4.11546, 4.01730, -4.62200], [3.32860, 5.05628, -3.95678], [2.72479, 5.87875, -3.43499], [5.45478, 6.52207, -4.84261], [7.00928, 5.85542, -5.29644], [5.62168, 5.63060, -6.36151], [5.94691, 4.43094, -3.56090], [6.16232, 3.54706, -5.06475], [3.93430, 3.07331, -4.11008], [3.76484, 3.91622, -5.65042], [7.99968, 6.20955, -0.38816], [8.92260, 5.34943, -1.24392], [9.76610, 6.17258, -2.22513], [8.91372, 6.91627, -3.15397], [8.22441, 7.49688, -3.86123], [7.27329, 6.74542, -1.00052], [7.44239, 5.58952, 0.31372], [8.56778, 6.94275, 0.18727], [8.32765, 4.62205, -1.79996], [9.59591, 4.78404, -0.59733], [10.42012, 5.52121, -2.80542], [10.39367, 6.88440, -1.68705], [8.82898, -4.06791, 3.39689], [8.56228, -5.23599, 4.33980], [7.08154, -5.62888, 4.39264], [6.25843, -4.51598, 4.86757], [5.63018, -3.63311, 5.23824], [8.30960, -3.16621, 3.72349], [9.89397, -3.83910, 3.36375], [8.50206, -4.29954, 2.38084], [8.90519, -4.97863, 5.34319], [9.14081, -6.10339, 4.01713], [6.93259, -6.47594, 5.06251], [6.72959, -5.91982, 3.40121]], "atomic_forces_ev_per_a": [[0.2, 0.7, 0.2], [-0.4, -0.5, 0.3], [-0.3, 0.1, -0.2], [0.4, -0.6, -0.9], [0.0, 0.6, -0.2], [0.4, 0.0, 0.5], [-0.3, 0.2, -0.2], [-0.3, -0.4, 0.7], [-0.1, 0.0, -0.4], [-0.2, 0.2, 0.7], [0.5, 0.0, -0.3], [0.3, -0.1, -0.3], [-0.1, 0.2, 0.1], [-0.3, -0.2, -0.3], [-0.1, -0.3, 0.0], [0.1, 0.2, 0.2], [-0.1, 0.0, -0.2], [0.1, 0.0, -0.4], [-0.1, 0.0, -0.1], [0.2, 0.1, 0.6], [-0.4, -0.7, -0.1], [-0.1, 0.1, -0.2], [-0.1, 0.0, 0.1], [0.1, 0.0, 0.0], [0.8, -0.3, -0.2], [-1.5, 0.7, 0.0], [0.6, 0.1, 0.4], [0.4, 0.0, -0.2], [0.2, -0.1, 0.1], [-0.3, 0.1, 0.6], [0.1, 0.1, -0.4], [-0.1, 0.1, 0.5], [0.0, -0.2, -0.5], [0.1, 0.0, 0.0], [-0.1, -0.2, 0.1], [0.0, -0.2, -0.1], [0.1, 0.4, 0.5], [-0.1, -0.4, 0.2], [0.2, 0.0, 0.0], [-0.4, -0.2, -0.1], [-0.1, 0.0, -0.1], [0.2, 0.2, 0.2], [0.1, -0.1, -0.1], [0.2, 0.1, -0.1], [0.0, 0.2, -0.3], [0.0, 0.0, -0.1], [0.0, 0.0, 0.1], [-0.1, 0.1, 0.1], [0.2, 0.2, -0.1], [0.2, 0.1, 0.1], [-0.2, -0.2, 0.3], [0.0, 0.1, 0.1], [-0.2, -0.2, -0.4], [0.0, -0.2, 0.2], [0.1, 0.0, -0.1], [-0.2, 0.0, 0.0], [0.2, 0.0, 0.1], [0.0, -0.1, 0.2], [0.1, -0.3, -0.2], [-0.1, 0.3, 0.1], [0.0, 0.0, -0.1], [0.1, 0.0, 0.0], [0.0, 0.0, 0.0], [0.0, 0.0, -0.1], [-0.1, 0.0, -0.1], [0.0, 0.0, 0.0], [0.0, 0.0, 0.0], [0.0, 0.0, 0.0], [-0.2, 0.0, -0.1], [0.0, 0.1, -0.3], [0.1, -0.4, 0.0], [0.0, 0.3, 0.1], [0.0, 0.0, 0.0], [0.0, 0.0, 0.0], [0.0, 0.0, 0.0], [0.1, 0.0, 0.0], [0.1, 0.0, 0.0], [0.0, 0.0, 0.1], [0.0, 0.0, 0.0], [0.0, 0.0, -0.1], [-0.2, 0.0, -0.1], [0.0, 0.0, -0.2], [0.1, -0.3, 0.0], [0.0, 0.3, 0.0], [0.0, 0.0, 0.1], [0.0, 0.0, 0.0], [0.0, 0.0, 0.0], [0.1, 0.0, 0.0], [0.1, 0.0, 0.0], [0.0, 0.0, 0.0], [0.0, 0.0, 0.0], [0.0, 0.0, 0.0], [-0.2, 0.1, -0.1], [-0.1, 0.0, -0.2], [0.0, -0.3, 0.0], [0.0, 0.2, 0.1], [0.0, 0.0, 0.0], [0.0, 0.0, 0.0], [0.0, 0.0, 0.0], [0.1, 0.0, 0.0], [0.1, 0.0, 0.0], [0.0, 0.0, 0.1], [0.0, 0.0, 0.0], [-0.1, -0.1, -0.1], [0.1, 0.2, -0.1], [0.3, 0.1, 0.1], [0.0, -0.3, -0.2], [-0.1, 0.2, 0.2], [0.0, 0.0, 0.0], [0.0, 0.0, 0.0], [0.0, 0.0, 0.0], [0.0, -0.1, 0.0], [-0.1, -0.1, 0.0], [-0.1, 0.0, 0.0], [0.0, 0.0, 0.0], [0.0, 0.0, 0.0], [-0.1, 0.0, 0.2], [-0.1, -0.2, 0.0], [0.3, 0.0, 0.2], [-0.1, 0.2, -0.1], [0.0, 0.0, 0.0], [0.0, 0.0, 0.0], [0.0, 0.0, 0.0], [0.1, 0.0, 0.0], [0.1, 0.0, -0.1], [0.0, 0.0, 0.0], [0.0, 0.0, 0.0], [0.0, 0.0, 0.0], [0.1, 0.1, -0.1], [0.2, 0.1, 0.1], [0.1, -0.3, -0.1], [-0.1, 0.2, 0.2], [0.0, 0.0, 0.0], [0.0, 0.0, 0.0], [0.0, 0.0, 0.0], [0.0, 0.0, 0.0], [-0.1, -0.1, 0.0], [0.0, 0.0, 0.0], [0.0, 0.0, 0.0]], "spin_multiplicity": 1, "smiles": "CC(=O)NCCCCc1cc2c(cc1CB(O)O)C(=O)c1cc(Cl)c(P(O)(O)=S)cc1C2=O.CCCC#N.CCCC#N.CCCC#N.CCCC#N.CCCC#N.CCCC#N.CCCC#N", "homo_lumo_gap_ev": 7.90}

No. 2
{"formula": "C49H73As3KN2P2Si2", "method": "ωB97M-V with the def2-TZVPD basis set", "species": ["K", "C", "C", "C", "C", "C", "C", "C", "H", "H", "H", "H", "H", "H", "H", "H", "C", "Si", "C", "C", "N", "P", "C", "P", "N", "Si", "C", "C", "C", "C", "C", "C", "C", "C", "C", "C", "C", "C", "C", "C", "C", "C", "C", "C", "C", "C", "C", "C", "C", "C", "C", "C", "C", "H", "H", "H", "H", "H", "H", "H", "H", "H", "H", "H", "H", "H", "H", "H", "H", "H", "H", "H", "H", "H", "H", "H", "H", "H", "H", "H", "H", "H", "H", "H", "H", "H", "H", "H", "H", "H", "H", "C", "As", "C", "C", "C", "C", "C", "As", "C", "C", "C", "As", "C", "C", "H", "H", "H", "H", "H", "H", "H", "H", "H", "H", "H", "H", "H", "H", "H", "H", "H", "H", "H", "H", "H", "H", "H", "H", "H", "H", "H"], "xyz": [[0.32419, 0.36834, 1.27025], [3.54660, -0.75007, 3.10850], [2.55569, 0.25269, 3.63258], [1.47512, -0.14853, 4.42085], [0.53468, 0.76971, 4.86671], [0.66237, 2.11404, 4.54320], [1.72594, 2.52631, 3.75151], [2.65730, 1.60193, 3.29507], [4.23560, -1.07600, 3.89213], [4.12157, -0.32878, 2.28414], [3.03026, -1.62692, 2.71765], [1.34509, -1.20174, 4.64571], [-0.31754, 0.43352, 5.44560], [-0.07631, 2.82941, 4.88359], [1.81491, 3.56623, 3.46395], [3.45649, 1.92403, 2.63796], [-0.69286, 5.11426, -0.96695], [0.13826, 4.15789, 0.44579], [-1.21259, 3.97042, 1.75763], [1.41730, 5.36455, 1.15260], [0.70315, 2.62894, 0.05348], [1.85704, 2.00842, -0.86903], [2.48707, 0.53422, -0.53633], [2.26678, -1.07811, -0.69586], [1.45195, -1.87980, 0.43647], [1.40477, -3.46233, 0.99956], [0.41404, -4.65541, -0.08915], [0.52202, -3.48040, 2.67853], [3.05443, -4.33435, 1.33244], [3.90506, -1.88646, -0.92965], [5.05758, -1.24659, -0.48734], [6.30222, -1.85173, -0.61637], [6.41079, -3.09893, -1.21721], [5.26858, -3.73754, -1.68403], [4.02678, -3.13597, -1.53383], [1.46812, -1.53355, -2.30341], [0.16510, -2.02049, -2.32446], [-0.47305, -2.31557, -3.52434], [0.18948, -2.12905, -4.72826], [1.49059, -1.63958, -4.72200], [2.11746, -1.34168, -3.52187], [3.21465, 3.24897, -0.94662], [4.34007, 3.05888, -0.14856], [5.34878, 4.01209, -0.09927], [5.25358, 5.16529, -0.86926], [4.14638, 5.35536, -1.68482], [3.13184, 4.40597, -1.71684], [1.25121, 2.09263, -2.60954], [-0.09414, 2.26502, -2.90652], [-0.54612, 2.25989, -4.22352], [0.35654, 2.11391, -5.26517], [1.71012, 1.96039, -4.98252], [2.14758, 1.93752, -3.66824], [-0.92506, 6.13014, -0.62677], [-1.63539, 4.65503, -1.28144], [-0.05637, 5.19489, -1.85151], [-1.81686, 4.87768, 1.86441], [-0.78880, 3.72915, 2.73714], [-1.88132, 3.14843, 1.47923], [0.93303, 6.09006, 1.81630], [1.92461, 5.92231, 0.36125], [2.19697, 4.84714, 1.71859], [-0.64267, -4.36750, -0.13395], [0.46264, -5.66990, 0.32276], [0.78583, -4.68988, -1.11724], [-0.18911, -2.65336, 2.72147], [1.23261, -3.33804, 3.50002], [-0.01939, -4.41449, 2.86604], [3.42805, -4.87983, 0.46375], [2.90001, -5.06201, 2.13777], [3.84387, -3.64530, 1.64502], [4.95233, -0.25246, -0.06481], [7.19029, -1.34113, -0.26176], [7.38182, -3.56670, -1.32825], [5.34264, -4.70704, -2.16311], [3.13996, -3.64476, -1.89841], [-0.33898, -2.18408, -1.37774], [-1.48803, -2.69920, -3.51792], [-0.30245, -2.35967, -5.66574], [2.01457, -1.48111, -5.65748], [3.13109, -0.95589, -3.52910], [4.40926, 2.13291, 0.41371], [6.21593, 3.85055, 0.53125], [6.04368, 5.90646, -0.83873], [4.06934, 6.24668, -2.29713], [2.27002, 4.56688, -2.35541], [-0.79119, 2.41119, -2.08797], [-1.60311, 2.38351, -4.43247], [0.01074, 2.11918, -6.29221], [2.42412, 1.84414, -5.79044], [3.19909, 1.79441, -3.44417], [-2.64514, -2.03362, 4.60463], [-2.20670, -0.90214, 3.05877], [-3.47206, 0.55060, 3.46636], [-2.96557, -2.06879, 1.63049], [-4.35722, -1.86681, 1.00354], [-5.41532, -2.19069, 2.06783], [-4.53979, -0.43035, 0.46578], [-2.89971, 0.54149, -0.07802], [-3.79927, 2.23526, -0.47385], [-2.72691, -0.10576, -1.91815], [-4.44220, -2.91102, -0.13196], [-5.99560, -3.23378, -1.34114], [-7.55549, -2.26764, -0.62233], [-5.59542, -1.92761, -2.75425], [-3.70377, -2.28790, 4.65408], [-2.36075, -1.50797, 5.51686], [-2.05321, -2.94619, 4.53470], [-4.50346, 0.25047, 3.62994], [-3.42411, 1.32205, 2.69978], [-3.08708, 0.98739, 4.39005], [-2.91151, -3.07638, 2.05460], [-2.20388, -2.03966, 0.84401], [-5.25643, -1.59919, 2.96661], [-5.35759, -3.24565, 2.35234], [-6.42108, -1.98760, 1.71325], [-4.98843, 0.19788, 1.23885], [-5.22862, -0.42022, -0.37637], [-4.64503, 2.07905, -1.14490], [-3.08549, 2.91639, -0.93652], [-4.14768, 2.68667, 0.45543], [-3.57211, 0.22932, -2.52153], [-2.69482, -1.19393, -1.91757], [-1.79650, 0.25692, -2.35180], [-4.25045, -3.89082, 0.31159], [-3.62010, -2.74976, -0.83627], [-8.01534, -2.83041, 0.18730], [-8.26936, -2.22017, -1.44676], [-7.33745, -1.25615, -0.28961], [-4.61393, -2.14087, -3.17797], [-5.61021, -0.89867, -2.39702], [-6.34152, -2.04339, -3.54063]], "atomic_forces_ev_per_a": [[-0.1, 0.0, 0.6], [0.0, 0.0, 0.0], [-0.1, 0.0, -0.1], [0.0, 0.0, -0.1], [0.0, 0.0, 0.0], [0.0, 0.0, 0.0], [0.0, 0.0, 0.0], [0.0, 0.0, 0.0], [0.0, 0.0, 0.0], [0.0, 0.0, 0.0], [0.0, 0.0, 0.0], [0.0, 0.0, 0.0], [0.0, 0.0, 0.1], [0.0, 0.0, 0.0], [0.0, 0.0, 0.0], [0.0, 0.0, 0.0], [-0.1, 0.1, 0.1], [0.0, 0.0, -0.1], [0.0, 0.0, 0.1], [0.0, 0.0, 0.0], [0.0, 0.2, -0.1], [0.0, 0.0, -0.5], [0.1, 0.1, 0.3], [-0.1, -0.1, -0.3], [0.2, -0.3, 0.0], [0.0, 0.0, 0.0], [0.0, -0.1, 0.0], [0.0, 0.0, 0.1], [0.0, -0.1, 0.0], [0.0, 0.0, 0.0], [0.0, 0.0, 0.0], [-0.1, 0.0, 0.0], [0.0, 0.0, 0.0], [0.0, 0.0, 0.0], [0.0, 0.0, 0.0], [0.0, 0.0, 0.0], [0.0, 0.0, 0.0], [0.0, 0.0, 0.0], [0.0, 0.0, 0.0], [0.0, 0.0, 0.0], [0.0, 0.0, -0.1], [0.1, 0.0, 0.1], [0.0, 0.1, 0.0], [0.0, 0.0, 0.0], [0.0, 0.0, 0.0], [0.0, 0.0, 0.0], [0.1, 0.0, 0.0], [0.1, 0.1, -0.1], [-0.1, 0.0, 0.0], [0.0, 0.0, 0.0], [0.0, 0.0, 0.0], [0.0, 0.0, 0.0], [-0.1, 0.0, 0.0], [0.0, 0.0, 0.0], [0.0, 0.0, 0.0], [0.0, 0.0, 0.0], [0.0, 0.0, 0.0], [0.0, 0.0, -0.1], [0.0, 0.0, 0.0], [0.0, 0.0, 0.0], [0.0, 0.0, 0.0], [0.0, 0.0, 0.0], [0.0, 0.0, 0.0], [0.0, 0.0, 0.0], [0.0, 0.0, 0.0], [0.0, 0.0, 0.0], [0.0, 0.0, 0.0], [0.1, 0.0, 0.0], [0.0, 0.0, 0.0], [0.0, 0.0, 0.0], [0.0, 0.0, 0.0], [0.0, 0.0, 0.0], [0.0, 0.0, 0.0], [0.0, 0.0, 0.0], [0.0, 0.0, 0.0], [0.0, 0.0, 0.0], [0.0, 0.0, 0.0], [0.0, 0.0, 0.0], [0.0, 0.0, 0.0], [0.0, 0.0, 0.0], [0.0, 0.0, 0.0], [0.0, 0.0, 0.0], [0.0, 0.0, 0.0], [0.0, 0.0, 0.0], [0.0, 0.0, 0.0], [0.0, 0.0, 0.0], [0.0, 0.0, 0.0], [0.0, 0.0, 0.0], [0.0, 0.0, 0.0], [0.0, 0.0, 0.0], [0.0, 0.0, 0.0], [0.0, 0.0, 0.0], [-0.1, 0.0, 0.0], [0.0, 0.0, 0.0], [0.0, 0.0, 0.1], [0.0, 0.0, 0.0], [0.1, 0.0, -0.1], [0.0, 0.0, 0.1], [0.0, 0.0, -0.1], [0.0, 0.0, 0.0], [-0.1, 0.0, 0.0], [0.0, 0.0, 0.0], [0.0, 0.0, 0.0], [0.0, -0.1, 0.0], [0.0, 0.0, 0.0], [0.0, 0.0, 0.0], [0.0, 0.0, 0.0], [0.0, 0.0, 0.0], [-0.1, -0.1, 0.0], [0.0, 0.0, 0.0], [0.0, 0.0, 0.0], [0.0, 0.0, 0.0], [0.0, 0.0, 0.0], [0.0, 0.1, 0.0], [0.0, 0.0, 0.0], [-0.1, 0.0, -0.1], [0.0, 0.0, 0.0], [-0.1, 0.0, 0.0], [0.0, 0.0, 0.0], [0.0, 0.0, 0.0], [0.0, 0.0, 0.0], [0.0, 0.0, 0.0], [0.0, 0.0, 0.0], [0.0, 0.0, 0.0], [0.0, 0.0, 0.0], [0.0, 0.0, 0.0], [0.0, 0.0, 0.0], [0.0, 0.0, 0.0], [0.0, 0.1, 0.0], [0.0, 0.0, 0.0], [0.0, 0.0, 0.0], [0.0, 0.0, 0.0]], "spin_multiplicity": 1, "relative_energy_ev": 0.6167, "homo_lumo_gap_ev": 5.74, "total_charge": -1}

| no. | molecular weight (g mol⁻¹) | highest occupied orbital energy (hartree) |
| --- | --- | --- |
| 1 | 993.46 | -0.332 |
| 2 | 1072.12 | -0.140 |